ORCA calculation (the ωB97M-V functional and the def2-TZVPD basis) on 2 unconnected molecules or ions with the total composition C2H6O.

Properties
LUMO level	0.9	eV
SMILES	[H][H].C=CO
energy relative to the best compared isomer or geometry (same formula, charge and spin)	143.0	kJ/mol
spin multiplicity	1
charge	0
E_HOMO	-9.08	eV

The geometry in XYZ format:
```
9
Properties=species:S:1:pos:R:3:lowdin_charge:R:1
C 0.45757 -0.61603 0.18747 -0.3103
C -0.85570 -0.79983 0.26425 -0.0133
H 0.96950 -0.54316 -0.77283 0.1084
H -0.57927 2.61463 -1.49681 0.0208
H -0.59462 2.00175 -1.07489 -0.0012
H -1.36004 -0.87716 1.22207 0.0602
H -1.44180 -0.88411 -0.64245 0.0490
O 1.24555 -0.51438 1.29335 -0.0090
H 2.15881 -0.38172 1.01984 0.0954
```

ORCA calculation (the ωB97M-V functional and the def2-TZVPD basis) on 2 unconnected molecules or ions with the total composition C6H16O at a distorted geometry.

Properties
LUMO level	0.6	eV
SMILES	CCCCCC.O
energy relative to the best compared isomer or geometry (same formula, charge and spin)	77.5	kJ/mol
spin multiplicity	1
charge	0
E_HOMO	-10.69	eV

The geometry in XYZ format:
```
23
Properties=species:S:1:pos:R:3:lowdin_charge:R:1
H 0.61500 2.03607 -0.22152 0.1030
H -1.92339 -1.44965 2.16192 0.0820
H -0.41538 -0.09085 -6.45512 0.0372
H -2.96207 -0.45812 1.10513 0.0676
H -1.42349 0.87085 -0.72288 0.1199
H -0.36449 0.56196 2.10927 0.0770
H -0.76377 -0.60270 -0.25544 0.0979
C 0.69960 0.95872 -0.17429 -0.2039
C 1.93969 -0.93107 1.01488 -0.1216
C -2.28223 -0.41288 1.96267 -0.1103
H 1.00159 -1.52980 1.03640 0.0774
H 1.43046 0.96661 1.90527 0.0977
O 0.15786 -0.87071 -6.48288 -0.0642
C -1.25331 0.62037 1.48360 -0.2715
H 2.67925 1.06372 0.82526 0.1064
H 2.47781 -1.38596 0.14808 0.0835
H -2.88345 -0.10613 2.79407 0.0524
C -0.74405 0.44584 0.06955 -0.2455
H 2.56564 -1.15303 1.86289 0.0628
H -1.75030 1.62242 1.52337 0.1237
C 1.71046 0.55235 0.90754 -0.3054
H 0.32086 -1.15090 -5.57993 0.0270
H 1.16772 0.44289 -1.01783 0.1070
```

ORCA calculation (the ωB97M-V functional and the def2-TZVPD basis) on 2 unconnected molecules or ions with the total composition C9H14 at a distorted geometry.

Properties
LUMO level	1.0	eV
SMILES	Cc1ccccc1.CC
energy relative to the best compared isomer or geometry (same formula, charge and spin)	23.6	kJ/mol
spin multiplicity	1
charge	0
E_HOMO	-9.03	eV

The geometry in XYZ format:
```
23
Properties=species:S:1:pos:R:3:lowdin_charge:R:1
H 1.56282 -2.30718 -4.61646 0.0635
C -0.05708 -0.31076 0.68975 -0.0875
H 1.57187 -0.60261 -4.11317 0.0620
H 0.92904 0.49944 4.60257 0.0814
C -1.14235 0.46969 0.27275 -0.1008
C -1.64060 1.44732 1.11164 -0.0934
C 1.12761 -1.57795 -3.92307 -0.1784
H 0.42092 2.17537 4.50758 0.0724
H -1.72568 0.08662 -0.56294 0.0963
C 0.87959 1.36844 3.93712 -0.0606
H 1.47057 -1.92818 -2.94634 0.0575
C -0.97653 1.75976 2.29120 -0.0581
H -0.85325 -1.39884 -4.89233 0.0615
C -0.38180 -1.59779 -3.93201 -0.1784
H 1.35324 -0.67598 2.25166 0.1104
C 0.14376 1.04641 2.67117 -0.2871
H -2.54746 1.96864 0.83154 0.1008
H -0.74647 -2.57003 -3.60003 0.0619
C 0.58970 -0.01080 1.87295 -0.0563
H 0.28654 -1.10534 0.04522 0.0941
H -0.77310 -0.90201 -3.18846 0.0508
H -1.40906 2.51167 2.93617 0.1074
H 1.91774 1.65414 3.75348 0.0806
```

ORCA calculation (the ωB97M-V functional and the def2-TZVPD basis) on a molecular structure, C15H22AuN4SSi at a distorted geometry.

Properties
LUMO level	3.0	eV
spin multiplicity	1
charge	-1
E_HOMO	-4.40	eV

The geometry in XYZ format:
```
44
Properties=species:S:1:pos:R:3:lowdin_charge:R:1
N -1.48310 -1.82100 3.35314 -0.0653
C -1.59036 -0.46809 -2.35127 -0.2791
C 0.63677 -2.32187 -3.58772 -0.2107
H -2.60956 -2.90538 -4.44927 0.0152
H 0.56510 0.88448 -4.51243 0.0427
C 2.44833 1.18511 3.16994 -0.0804
H 0.87552 -2.80831 -4.58967 0.0463
H 0.43393 -0.30934 -5.82869 0.0275
H -1.93751 -4.18558 2.48875 0.0850
H 3.25410 0.71060 2.58582 0.0752
H 2.97454 1.93676 3.72556 0.0524
H -1.77841 -2.51237 -5.88591 0.0375
H 1.45533 -1.68800 -3.23763 0.0228
C 1.34839 4.84468 -0.40780 -0.1078
H 3.42400 3.27522 1.75985 0.0856
H -1.86540 -4.35175 4.30963 0.0687
C -2.19356 -2.00951 -4.94566 -0.2160
H -2.98707 -1.29426 -5.15106 0.0132
C 2.53846 3.64110 1.26219 -0.0231
N 0.19348 3.24122 0.95275 0.1234
Au -2.80690 0.02666 0.54414 0.4309
C 0.22172 4.20010 0.00533 -0.1395
H 3.40942 5.20039 0.08023 0.0909
H -0.69645 4.48285 -0.39783 0.0830
H 1.35083 5.62554 -1.15791 0.0930
S -2.81574 0.43051 2.91091 0.3552
H 0.51438 -3.06552 -2.81367 0.0110
Si -0.82919 -1.19061 -3.86974 0.3711
C 1.25344 1.73068 2.46962 -0.2931
C -0.16016 0.15678 -4.99896 -0.2327
N 0.05452 1.19944 2.60217 0.0017
H 0.16205 -2.87403 2.56277 0.1191
H -2.42126 -2.08033 3.69409 0.1044
C 2.52440 4.62663 0.28529 -0.1013
C -1.31997 -0.49906 3.08223 -0.8054
C -0.50744 -2.89127 3.43891 -0.2678
H -0.97652 0.75464 -5.42578 0.0175
C 1.33776 2.89550 1.56292 -0.2148
H 2.08264 0.40191 3.89074 0.0675
C -1.31364 -4.17048 3.39201 -0.1108
C -2.22683 -0.18283 -1.28173 -0.4145
H -0.65114 -5.01669 3.25369 0.0614
H 0.15517 -2.82916 4.27416 0.0943
N -0.04405 0.02465 3.23591 -0.0344
```

Q: What is the spin multiplicity in the first record?
A: 1

Q: LUMO level of number 3 (C9H14)?
A: 1.0 eV

Q: Which of these has the highest LUMO level?
A: C15H22AuN4SSi